No. 1
194
Properties=species:S:1:pos:R:3 method="wB97M-V/def2-TZVPD" homo_energy_ev=-8.636 total_charge=0 relative_energy_ev=0.667 orbital_gap_ha=0.331 max_force_ev_per_a=2.9 multiplicity=1 energy_ev=-90681.1970 smiles=COC[C@H](C)N.COC[C@H](C)N.COC[C@H](C)N.COC[C@H](C)N.COC[C@H](C)N.COC[C@H](C)N.COC[C@H](C)N.COC[C@H](C)N.COC[C@H](C)N.COC[C@H](C)N.COCCNCCOC
C -8.326 -11.810 14.193
O -9.731 -12.063 14.208
C -9.969 -13.412 13.759
C -11.514 -13.620 13.774
C -11.960 -14.933 13.167
N -12.047 -12.491 12.974
H -8.186 -10.745 14.362
H -7.870 -11.998 13.214
H -7.868 -12.503 14.902
H -9.494 -13.400 12.771
H -9.475 -14.112 14.446
H -11.910 -13.625 14.792
H -12.288 -14.832 12.126
H -12.937 -15.265 13.553
H -11.370 -15.844 13.272
H -11.456 -11.700 13.204
H -11.776 -12.714 12.018
C -7.524 -12.174 10.300
O -6.522 -12.484 11.230
C -5.862 -13.690 11.006
C -5.050 -14.064 12.255
C -4.282 -15.346 12.154
N -5.880 -13.970 13.469
H -8.315 -12.931 10.366
H -7.154 -12.038 9.278
H -7.983 -11.218 10.561
H -6.545 -14.519 10.767
H -5.131 -13.622 10.188
H -4.337 -13.226 12.275
H -4.884 -16.250 12.040
H -3.770 -15.539 13.104
H -3.457 -15.245 11.448
H -6.369 -13.081 13.399
H -5.295 -13.766 14.278
C -14.925 -21.162 9.896
O -15.445 -20.119 10.709
C -15.061 -18.825 10.283
C -13.564 -18.514 10.542
C -13.095 -18.937 11.920
N -13.213 -17.116 10.221
H -15.643 -21.983 9.936
H -14.007 -21.530 10.370
H -14.756 -20.843 8.867
H -15.196 -18.575 9.228
H -15.656 -18.204 10.954
H -13.009 -19.099 9.800
H -12.002 -18.926 11.909
H -13.359 -19.967 12.182
H -13.511 -18.378 12.762
H -13.720 -16.526 10.885
H -12.274 -17.045 10.617
C -13.994 -13.388 10.559
O -13.189 -14.279 9.801
C -12.524 -13.583 8.749
C -11.851 -14.644 7.848
C -11.263 -13.982 6.599
N -12.800 -15.674 7.444
H -14.166 -13.886 11.510
H -14.961 -13.224 10.069
H -13.624 -12.379 10.746
H -13.178 -12.937 8.153
H -11.758 -12.910 9.153
H -11.030 -14.969 8.492
H -10.546 -13.196 6.860
H -11.988 -13.570 5.895
H -10.699 -14.683 5.980
H -12.924 -16.303 8.246
H -13.738 -15.278 7.559
C -2.714 -9.798 13.471
O -3.529 -10.841 14.035
C -4.824 -10.398 14.411
C -4.962 -9.125 15.250
C -4.193 -9.083 16.564
N -6.414 -9.017 15.619
H -3.177 -9.550 12.514
H -1.744 -10.251 13.277
H -2.593 -9.002 14.202
H -5.451 -10.408 13.509
H -5.225 -11.245 14.975
H -4.682 -8.217 14.708
H -3.127 -9.065 16.337
H -4.498 -9.934 17.173
H -4.468 -8.156 17.065
H -6.888 -8.340 15.030
H -6.499 -8.499 16.492
C -7.275 -20.455 13.241
O -6.991 -19.236 13.927
C -7.157 -18.028 13.171
C -8.508 -17.851 12.461
C -8.555 -16.563 11.629
N -9.577 -17.813 13.473
H -8.228 -20.483 12.711
H -7.363 -21.211 14.018
H -6.434 -20.644 12.574
H -6.970 -17.229 13.886
H -6.339 -18.023 12.437
H -8.797 -18.743 11.901
H -9.558 -16.270 11.328
H -7.816 -16.684 10.835
H -8.175 -15.724 12.223
H -9.556 -16.958 14.023
H -9.371 -18.567 14.123
C -9.995 -3.857 14.606
O -11.124 -4.734 14.783
C -10.786 -6.095 14.534
C -10.058 -6.748 15.723
C -9.476 -8.100 15.353
N -10.920 -6.852 16.899
H -10.127 -3.064 15.340
H -10.155 -3.459 13.597
H -9.023 -4.344 14.646
H -11.729 -6.615 14.369
H -10.121 -6.140 13.662
H -9.217 -6.177 16.137
H -9.036 -8.600 16.216
H -8.755 -8.037 14.542
H -10.284 -8.772 15.041
H -11.471 -6.009 17.029
H -11.604 -7.589 16.736
C -15.390 -13.516 14.404
O -16.444 -13.516 15.353
C -17.754 -13.409 14.832
C -18.723 -12.749 15.829
C -18.474 -11.279 16.066
N -18.770 -13.525 17.083
H -15.448 -12.850 13.541
H -15.458 -14.506 13.917
H -14.477 -13.526 14.993
H -17.808 -12.738 13.962
H -18.111 -14.388 14.502
H -19.741 -12.854 15.442
H -19.181 -10.876 16.794
H -18.773 -10.751 15.155
H -17.473 -10.984 16.361
H -18.946 -14.489 16.810
H -17.838 -13.571 17.496
C -13.544 -14.700 17.539
O -13.163 -13.477 18.171
C -13.998 -13.215 19.302
C -14.712 -11.892 19.031
C -15.610 -11.448 20.231
N -15.574 -12.061 17.871
H -14.640 -14.726 17.473
H -13.393 -15.588 18.167
H -13.080 -14.791 16.562
H -14.678 -14.027 19.555
H -13.413 -12.983 20.198
H -14.037 -11.051 18.835
H -16.662 -11.594 19.998
H -15.360 -10.489 20.679
H -15.443 -12.172 21.041
H -15.765 -11.183 17.403
H -15.098 -12.617 17.167
C -8.476 -17.853 16.965
O -8.410 -16.462 16.841
C -9.596 -15.843 17.331
C -9.448 -14.340 17.564
C -8.073 -13.795 17.895
N -10.345 -13.936 18.648
H -8.301 -18.151 18.006
H -7.688 -18.433 16.473
H -9.373 -18.317 16.543
H -10.526 -16.134 16.835
H -9.644 -16.266 18.348
H -9.916 -13.834 16.701
H -7.326 -14.225 17.227
H -7.870 -13.961 18.953
H -8.029 -12.711 17.763
H -11.335 -14.119 18.490
H -10.350 -12.938 18.818
C -17.003 -8.865 9.211
O -16.490 -9.350 10.419
C -17.475 -9.428 11.427
C -16.915 -10.009 12.718
N -15.890 -9.111 13.255
C -15.020 -9.748 14.223
C -13.922 -8.784 14.673
O -13.279 -9.196 15.864
C -12.486 -10.352 15.746
H -16.172 -8.562 8.572
H -17.691 -8.032 9.383
H -17.537 -9.581 8.572
H -18.220 -10.163 11.084
H -18.001 -8.473 11.537
H -16.459 -10.952 12.383
H -17.702 -10.204 13.442
H -15.444 -8.695 12.447
H -14.534 -10.646 13.814
H -15.649 -10.115 15.040
H -14.312 -7.773 14.775
H -13.215 -8.796 13.833
H -11.838 -10.488 16.611
H -11.934 -10.452 14.810
H -13.155 -11.224 15.797


No. 2
200
Properties=species:S:1:pos:R:3 method="wB97M-V/def2-TZVPD" homo_energy_ev=-8.008 total_charge=0 orbital_gap_ha=0.306 max_force_ev_per_a=2.7 multiplicity=1 energy_ev=-99264.6643 smiles="COC[C@H](C)N.COC[C@H](C)N.COC[C@H](C)N.COC[C@H](C)N.COC[C@H](C)N.COC[C@H](C)N.COC[C@H](C)N.COC[C@H](C)N.COCCNCCOC.COCCNCCOC.NC(N)=O.NC(N)=O"
C 9.227 13.189 -15.003
O 10.548 12.942 -15.423
C 10.585 12.479 -16.763
C 12.065 12.272 -17.102
C 12.767 13.644 -17.163
N 12.183 11.735 -18.477
H 8.729 12.243 -14.747
H 8.551 13.547 -15.790
H 9.161 13.825 -14.125
H 10.117 11.499 -16.908
H 10.200 13.267 -17.413
H 12.583 11.692 -16.336
H 13.026 13.979 -16.152
H 12.213 14.489 -17.572
H 13.742 13.549 -17.645
H 12.133 10.719 -18.455
H 13.133 11.939 -18.765
C 2.536 19.398 -12.209
O 2.733 18.574 -13.358
C 2.643 19.304 -14.555
C 2.834 18.419 -15.753
C 2.957 19.204 -17.053
N 1.712 17.437 -15.888
H 2.401 18.723 -11.367
H 1.608 19.944 -12.407
H 3.396 20.056 -12.055
H 1.674 19.794 -14.746
H 3.410 20.089 -14.520
H 3.732 17.799 -15.660
H 3.839 19.856 -17.007
H 2.090 19.854 -17.183
H 3.153 18.544 -17.893
H 0.929 17.787 -15.339
H 2.036 16.632 -15.357
C 9.204 16.846 -17.128
O 8.099 17.262 -17.941
C 8.143 18.664 -18.110
C 6.992 19.226 -18.953
C 7.178 18.619 -20.353
N 6.990 20.673 -18.969
H 9.321 15.767 -17.172
H 9.034 17.228 -16.123
H 10.123 17.274 -17.536
H 8.168 19.194 -17.148
H 9.086 18.883 -18.630
H 6.058 18.783 -18.598
H 6.243 18.679 -20.915
H 7.478 17.570 -20.367
H 7.983 19.069 -20.944
H 7.723 20.975 -19.618
H 6.228 20.975 -19.583
C 8.298 7.864 -16.599
O 7.147 8.431 -16.032
C 7.059 9.840 -15.930
C 5.685 10.250 -15.450
C 5.554 11.741 -15.195
N 5.244 9.564 -14.225
H 9.104 7.891 -15.854
H 8.727 8.376 -17.470
H 7.997 6.862 -16.893
H 7.849 10.238 -15.280
H 7.207 10.236 -16.941
H 5.099 10.022 -16.356
H 5.924 12.071 -14.223
H 4.504 12.016 -15.322
H 6.118 12.379 -15.888
H 5.206 8.557 -14.375
H 4.263 9.842 -14.244
C 1.147 13.519 -13.470
O 1.703 12.904 -14.620
C 0.729 12.513 -15.579
C 1.587 11.936 -16.747
C 2.376 13.027 -17.437
N 0.708 11.246 -17.720
H 1.911 13.493 -12.693
H 0.253 13.081 -13.015
H 0.944 14.551 -13.786
H 0.132 11.668 -15.228
H 0.157 13.361 -15.965
H 2.323 11.207 -16.403
H 2.862 12.538 -18.286
H 3.194 13.354 -16.794
H 1.763 13.859 -17.786
H 0.123 10.561 -17.245
H -0.005 11.944 -17.953
C 3.157 15.071 -20.670
O 3.753 16.215 -20.127
C 4.211 16.178 -18.780
C 5.228 15.045 -18.547
C 5.814 15.208 -17.134
N 6.340 15.074 -19.494
H 3.867 14.284 -20.941
H 2.582 15.401 -21.536
H 2.422 14.584 -20.011
H 4.586 17.166 -18.525
H 3.322 15.916 -18.188
H 4.661 14.126 -18.698
H 5.180 14.854 -16.320
H 6.091 16.253 -17.005
H 6.723 14.605 -17.063
H 5.876 15.256 -20.384
H 6.927 15.887 -19.330
C 9.775 14.516 -20.361
O 8.986 13.513 -20.980
C 8.645 12.556 -20.006
C 8.108 11.306 -20.691
C 7.535 10.263 -19.727
N 9.088 10.635 -21.545
H 10.786 14.142 -20.171
H 9.327 14.912 -19.446
H 9.849 15.328 -21.089
H 9.396 12.305 -19.251
H 7.746 12.801 -19.418
H 7.268 11.685 -21.280
H 6.733 10.666 -19.103
H 8.235 9.952 -18.939
H 7.165 9.382 -20.245
H 9.613 11.405 -21.965
H 9.801 10.188 -20.971
C -2.211 13.851 -24.696
O -1.059 14.413 -24.080
C -0.031 14.708 -24.984
C 1.342 14.850 -24.257
C 2.347 15.693 -25.007
N 1.899 13.508 -23.914
H -1.971 13.226 -25.564
H -2.693 14.697 -25.202
H -2.846 13.321 -23.997
H 0.155 13.858 -25.650
H -0.201 15.661 -25.493
H 1.126 15.291 -23.279
H 2.540 15.283 -26.001
H 3.248 15.713 -24.397
H 1.969 16.701 -25.174
H 1.079 13.023 -23.547
H 2.068 13.045 -24.811
C 3.207 11.111 -12.106
O 3.780 11.195 -10.835
C 5.170 10.897 -10.812
C 5.935 11.857 -9.910
N 5.869 13.239 -10.269
C 6.879 13.709 -11.221
C 6.257 14.796 -12.104
O 5.237 14.176 -12.834
C 4.403 15.061 -13.569
H 3.834 11.587 -12.861
H 2.146 11.351 -12.088
H 3.173 10.061 -12.450
H 5.600 10.960 -11.818
H 5.248 9.860 -10.477
H 6.973 11.564 -9.743
H 5.461 11.603 -8.948
H 4.941 13.568 -10.478
H 7.097 12.853 -11.876
H 7.807 13.935 -10.693
H 7.087 15.049 -12.780
H 5.949 15.680 -11.538
H 3.792 14.494 -14.261
H 5.029 15.793 -14.100
H 3.894 15.737 -12.872
C 0.138 12.245 -21.323
O -0.926 13.098 -21.011
C -0.752 14.440 -21.460
C -1.855 15.371 -21.000
N -2.207 15.145 -19.597
C -1.139 15.479 -18.656
C -1.119 16.968 -18.196
O -0.826 17.822 -19.295
C 0.544 17.886 -19.596
H 1.081 12.807 -21.379
H 0.040 11.655 -22.240
H 0.275 11.568 -20.477
H -0.611 14.417 -22.546
H 0.205 14.751 -21.015
H -2.755 15.220 -21.598
H -1.439 16.354 -21.254
H -2.911 15.846 -19.383
H -0.112 15.174 -18.869
H -1.246 14.935 -17.707
H -0.513 17.067 -17.293
H -2.141 17.304 -17.998
H 1.012 16.909 -19.758
H 1.082 18.541 -18.911
H 0.687 18.359 -20.574
N 2.791 11.336 -21.491
C 4.039 11.871 -21.474
N 4.358 12.642 -22.560
O 4.792 11.634 -20.528
H 2.479 11.001 -20.596
H 2.232 11.277 -22.317
H 5.259 13.068 -22.402
H 3.607 13.080 -23.099
N 3.618 19.476 -21.300
C 3.815 19.515 -22.653
N 3.862 20.742 -23.233
O 4.026 18.484 -23.292
H 3.818 18.559 -20.928
H 3.649 20.314 -20.753
H 3.874 21.600 -22.716
H 4.279 20.746 -24.148


No. 3
87
Properties=species:S:1:pos:R:3 method="wB97M-V/def2-TZVPD" homo_energy_ev="-5.709 / -7.473" total_charge=0 relative_energy_ev=0.236 s2=2.0440 orbital_gap_ha="0.178 / 0.188" max_force_ev_per_a=0.1 multiplicity=3 energy_ev=-69161.0827
Pd -0.188 -2.035 0.144
C -6.282 0.123 -0.949
C -6.010 0.988 0.123
C -4.793 0.956 0.779
C -3.843 0.040 0.337
C -2.498 -0.257 0.768
N -1.867 0.419 1.758
C -0.635 0.186 2.092
C 0.082 0.977 3.117
C -0.311 2.052 3.887
C 0.648 2.634 4.712
C 1.950 2.141 4.761
C 2.335 1.047 3.989
C 1.377 0.482 3.171
C 1.452 -0.628 2.194
N 2.545 -1.286 1.972
C 2.632 -2.282 1.055
N 1.649 -2.766 0.256
C 2.151 -3.742 -0.541
N 1.506 -4.446 -1.501
C 0.276 -4.216 -1.833
N -0.601 -3.299 -1.319
C -1.785 -3.348 -1.995
N -2.851 -2.624 -1.835
C -2.944 -1.649 -0.903
N -2.010 -1.272 0.007
C -4.120 -0.831 -0.727
C -5.345 -0.797 -1.383
C -1.686 -4.409 -3.022
C -2.592 -4.865 -3.955
C -2.177 -5.897 -4.794
C -0.899 -6.439 -4.691
C 0.009 -5.968 -3.746
C -0.412 -4.949 -2.918
C 3.549 -3.924 -0.229
C 4.520 -4.777 -0.739
C 5.796 -4.684 -0.213
C 6.101 -3.760 0.798
C 5.137 -2.908 1.306
C 3.853 -2.999 0.780
N 0.230 -0.747 1.594
H -7.246 0.177 -1.437
H -6.773 1.686 0.442
H -4.585 1.608 1.617
H -1.322 2.432 3.831
H 0.382 3.486 5.323
H 2.671 2.615 5.415
H 3.341 0.650 4.024
H -5.551 -1.472 -2.203
H -3.581 -4.434 -4.027
H -2.858 -6.286 -5.540
H -0.608 -7.239 -5.359
H 1.006 -6.378 -3.658
H 4.277 -5.485 -1.520
H 6.578 -5.333 -0.586
H 7.111 -3.716 1.184
H 5.367 -2.193 2.084
C -2.143 3.747 1.069
O -0.760 3.463 1.204
C 0.089 4.493 1.390
C -0.297 5.805 1.639
C 0.665 6.790 1.830
C 2.012 6.485 1.768
C 2.400 5.181 1.490
C 1.456 4.190 1.291
N 1.883 2.853 1.061
C 1.560 2.010 0.070
C 0.834 2.164 -1.085
C 0.285 3.390 -1.599
C -0.505 3.399 -2.694
C -0.818 2.163 -3.358
C -0.297 0.986 -2.956
C 0.608 0.903 -1.817
O 1.131 -0.168 -1.489
H -2.616 2.790 0.873
H -2.318 4.431 0.235
H -2.551 4.174 1.990
H -1.345 6.060 1.692
H 0.347 7.805 2.030
H 2.759 7.252 1.917
H 3.448 4.920 1.411
H 2.442 2.451 1.798
H 1.950 1.007 0.221
H 0.528 4.324 -1.113
H -0.904 4.327 -3.081
H -1.482 2.189 -4.215
H -0.513 0.057 -3.469